# C25H31N3O3

C25H31N3O3 in the gas phase (ωB97M-V/def2-TZVPD, OMol25).

Energy above the lowest of the compared OMol25 structures with the same formula, charge and spin ... 162.8 kJ/mol
Total charge ... 0
Strongest force on any atom ... 0.01605 Eh/bohr
Kohn-Sham gap ... 7.79 eV
Electronic energy ... -1361.238151 Ha
E_LUMO ... -0.00957 hartree
2S+1 ... 1
SMILES ... CCN(CC)CCCN1C(=O)C(=O)/C(=C(/O)c2cc(C)ccc2C)[C@H]1c1cccnc1

XYZ file:
```
62
Properties=species:S:1:pos:R:3:forces:R:3
C 3.17515 -2.04870 3.62073 -0.07 -0.27 -0.27
C 3.10270 -3.12082 2.52530 0.10 0.15 0.13
N 1.87670 -3.88649 2.47484 0.04 -0.05 0.11
C 1.58162 -4.65070 3.67114 -0.13 -0.18 -0.13
C 0.79945 -5.91646 3.32986 0.18 0.21 0.19
C 0.74426 -3.17641 1.90854 0.06 -0.22 -0.40
C 0.57765 -3.54823 0.43153 -0.30 0.24 0.18
C -0.73411 -3.02824 -0.15539 0.14 -0.38 0.07
N -0.86749 -1.59294 -0.13737 -0.05 0.22 -0.14
C -1.74094 -0.94526 0.66954 -0.32 -0.48 0.40
O -2.40182 -1.45528 1.54696 -0.06 0.20 0.05
C -1.75824 0.51896 0.22749 -0.28 0.77 -0.11
O -2.41076 1.40172 0.74001 0.08 -0.50 0.06
C -0.87413 0.58664 -0.92362 0.29 0.10 -0.60
C -0.70867 1.61501 -1.78436 -0.24 -0.33 0.35
O 0.07645 1.42622 -2.86998 -0.06 -0.10 0.07
C -1.38842 2.91719 -1.67401 0.01 0.29 -0.11
C -2.24600 3.27151 -2.71618 -0.02 0.03 0.09
C -2.92811 4.47540 -2.71203 0.07 0.01 -0.03
C -3.87964 4.83393 -3.81136 -0.07 0.01 0.05
C -2.71494 5.34335 -1.64602 0.03 -0.13 -0.04
C -1.84312 5.01191 -0.62896 -0.02 -0.04 -0.03
C -1.16095 3.80056 -0.61775 0.08 -0.06 -0.13
C -0.21070 3.48875 0.49306 -0.06 -0.03 0.13
C -0.16939 -0.74019 -1.07317 0.24 0.28 -0.24
C 1.28864 -0.56612 -0.70967 0.31 -0.06 -0.06
C 1.64500 0.00469 0.50811 0.15 -0.08 -0.20
C 2.98614 0.17101 0.80576 -0.14 -0.01 -0.03
C 3.92243 -0.24633 -0.12967 0.06 0.11 0.21
N 3.59426 -0.78304 -1.29135 0.49 -0.15 -0.31
C 2.31305 -0.93428 -1.57306 -0.45 0.07 0.13
H 4.10482 -1.49264 3.53034 0.11 0.11 0.05
H 3.13944 -2.50489 4.60692 0.00 0.00 0.13
H 2.34414 -1.35226 3.53533 -0.08 0.14 0.03
H 3.23473 -2.64928 1.54752 0.09 -0.03 0.00
H 3.92778 -3.82671 2.66477 0.03 0.07 -0.09
H 2.53351 -4.94077 4.12248 -0.01 0.06 0.06
H 1.01815 -4.06341 4.41547 0.11 -0.02 0.03
H 0.65731 -6.51809 4.22428 -0.11 -0.11 0.08
H -0.17710 -5.67400 2.91986 -0.15 -0.01 -0.05
H 1.34734 -6.50019 2.59506 0.05 -0.07 -0.08
H 0.86510 -2.08941 1.99612 -0.07 -0.02 0.10
H -0.16908 -3.44176 2.44543 -0.02 0.06 0.04
H 0.58319 -4.63532 0.34749 0.02 -0.03 -0.01
H 1.42531 -3.16747 -0.14061 0.07 -0.10 -0.01
H -1.57375 -3.41429 0.43023 0.05 0.00 -0.13
H -0.83369 -3.37131 -1.19212 -0.07 0.04 0.07
H 0.07086 2.21933 -3.42372 -0.01 0.00 0.17
H -2.40619 2.57075 -3.52576 -0.04 -0.06 -0.09
H -4.90549 4.77153 -3.44901 -0.09 0.01 -0.06
H -3.70800 5.85406 -4.14999 -0.03 0.04 -0.08
H -3.77482 4.15911 -4.65728 -0.03 -0.01 -0.08
H -3.23624 6.28913 -1.62001 -0.05 0.12 0.01
H -1.68349 5.70655 0.18260 0.04 0.08 0.09
H 0.60006 2.84473 0.15848 0.09 0.00 0.05
H -0.75351 2.97365 1.28568 0.06 -0.03 0.08
H 0.20694 4.40390 0.90640 0.07 0.03 0.01
H -0.24626 -1.14055 -2.09260 -0.02 0.01 0.10
H 0.87855 0.31811 1.20468 -0.04 0.04 0.11
H 3.29775 0.61374 1.73872 0.05 0.03 0.09
H 4.98354 -0.14559 0.05552 0.08 0.05 0.11
H 2.09331 -1.37170 -2.53875 -0.15 -0.05 -0.10
```
Positions in Å, forces in eV/Å.